C58H136AgF12N7O22 | the ωB97M-V functional and the def2-TZVPD basis

Geometry as ORCA input:
```
! RIJCOSX wB97M-V def2-TZVPD def2/J DEFGRID3
* xyz 4 1
Ag 7.270 -0.760 0.058
C 2.243 -1.096 1.332
O 2.121 -0.318 0.081
O 3.665 -1.369 1.325
C 1.388 -0.312 2.351
F 0.137 -0.699 2.548
F 1.985 -0.271 3.533
F 1.172 0.959 2.000
C 1.432 -0.971 -1.058
C 0.886 0.119 -1.913
H 0.527 -0.265 -2.868
H 0.116 0.789 -1.531
H 1.694 0.800 -2.183
H 0.653 -1.683 -0.785
H 2.205 -1.577 -1.531
H 1.707 -2.036 1.193
C -4.430 -2.663 -2.223
O -4.377 -2.001 -3.548
O -5.027 -1.804 -1.354
C -4.681 -4.167 -2.209
F -5.718 -4.598 -2.849
F -3.659 -4.935 -2.669
F -4.829 -4.662 -0.913
C -5.635 -1.926 -4.276
C -5.371 -1.369 -5.687
H -4.345 -1.689 -5.868
H -6.103 -1.718 -6.415
H -5.489 -0.287 -5.624
H -6.443 -1.306 -3.887
H -6.074 -2.914 -4.413
H -3.359 -2.646 -2.023
C 6.480 -0.869 -4.388
O 7.078 -2.041 -4.826
O 7.320 -0.140 -3.485
C 5.944 -0.074 -5.615
F 6.679 -0.198 -6.743
F 4.671 -0.390 -5.878
F 5.816 1.252 -5.391
C 6.369 -3.260 -4.847
C 7.231 -4.467 -4.539
H 7.854 -4.612 -5.422
H 7.802 -4.242 -3.638
H 6.681 -5.403 -4.437
H 5.938 -3.420 -5.836
H 5.526 -3.395 -4.169
H 5.547 -1.126 -3.888
C 0.187 6.165 6.576
O 1.075 5.135 6.011
O -1.110 5.502 6.823
C 0.831 6.911 7.849
F 1.258 8.183 7.684
F 0.093 6.974 8.975
F 1.976 6.377 8.230
C 2.265 5.454 5.335
C 3.172 4.253 5.278
H 4.043 4.367 4.632
H 3.471 3.911 6.268
H 2.504 3.528 4.813
H 2.757 6.362 5.684
H 2.135 5.653 4.271
H 0.128 6.817 5.705
C -4.092 3.366 -9.255
O -3.560 4.491 -8.624
C -4.314 5.747 -8.506
C -4.046 6.235 -7.065
N -2.543 6.375 -6.845
H -1.999 6.511 -7.686
H -2.474 7.311 -6.471
C -1.927 5.433 -5.851
C -1.614 4.040 -6.404
O -0.925 4.159 -7.683
C -0.350 3.039 -8.281
H -4.958 3.148 -8.630
H -3.521 2.486 -8.961
H -4.424 3.565 -10.274
H -5.393 5.677 -8.643
H -3.889 6.432 -9.240
H -4.465 5.579 -6.302
H -4.376 7.253 -6.860
H -2.605 5.234 -5.021
H -1.024 5.969 -5.556
H -2.559 3.498 -6.403
H -0.893 3.564 -5.740
H -1.099 2.663 -8.978
H -0.047 2.174 -7.692
H 0.511 3.364 -8.865
C -3.168 5.760 1.491
O -3.237 4.372 1.291
C -3.269 3.548 2.475
C -3.764 2.165 2.033
N -4.693 2.251 0.913
H -4.230 3.005 0.426
H -4.786 1.517 0.225
C -6.200 2.520 1.123
C -6.531 3.202 -0.193
O -5.729 4.336 -0.462
C -6.218 5.114 -1.591
H -3.654 6.266 0.657
H -2.165 6.143 1.307
H -3.522 6.094 2.467
H -4.138 3.916 3.020
H -2.354 3.464 3.062
H -4.290 1.534 2.749
H -2.934 1.615 1.589
H -6.226 3.129 2.026
H -6.731 1.589 1.325
H -7.497 3.692 -0.071
H -6.662 2.540 -1.049
H -5.467 5.903 -1.630
H -7.215 5.529 -1.439
H -6.214 4.640 -2.573
C 4.024 -5.433 5.057
O 4.775 -4.668 6.033
C 4.093 -3.465 6.401
C 4.951 -2.311 6.699
N 5.822 -2.243 5.384
H 6.319 -3.115 5.264
H 5.134 -2.237 4.645
C 6.713 -1.025 5.135
C 8.041 -1.124 5.892
O 7.781 -1.021 7.249
C 8.640 -1.731 8.207
H 3.629 -4.817 4.250
H 3.188 -6.006 5.458
H 4.653 -6.110 4.479
H 3.571 -3.713 7.325
H 3.442 -3.133 5.592
H 5.682 -2.509 7.483
H 4.279 -1.457 6.785
H 6.160 -0.099 5.292
H 7.023 -0.929 4.094
H 8.639 -0.287 5.531
H 8.408 -2.086 5.535
H 9.524 -1.105 8.332
H 8.890 -2.715 7.809
H 8.067 -1.711 9.134
C -7.057 -5.755 -8.015
O -5.944 -5.288 -8.682
C -6.064 -5.182 -10.100
C -4.879 -4.322 -10.405
N -3.620 -5.172 -10.128
H -3.794 -5.582 -9.222
H -3.693 -5.955 -10.763
C -2.192 -4.550 -10.148
C -1.864 -3.938 -8.757
O -2.095 -4.909 -7.698
C -2.036 -4.420 -6.316
H -6.663 -5.947 -7.016
H -7.631 -6.612 -8.367
H -7.725 -4.901 -7.906
H -7.007 -4.673 -10.299
H -6.152 -6.185 -10.518
H -4.784 -3.342 -9.939
H -4.944 -4.158 -11.481
H -2.092 -3.831 -10.961
H -1.593 -5.433 -10.371
H -2.581 -3.198 -8.403
H -0.873 -3.485 -8.766
H -3.044 -4.161 -5.995
H -1.302 -3.620 -6.213
H -1.701 -5.257 -5.703
C -1.331 -1.956 10.235
O -1.560 -1.270 9.003
C -0.407 -0.693 8.392
C -0.837 0.588 7.765
N -1.705 1.561 8.619
H -1.814 2.408 8.080
H -2.612 1.138 8.480
C -1.399 1.726 10.088
C -0.092 2.357 10.467
O 1.059 1.776 9.973
C 2.344 2.232 10.494
H -2.301 -2.184 10.677
H -0.680 -1.436 10.938
H -0.905 -2.907 9.916
H -0.145 -1.259 7.498
H 0.568 -0.572 8.862
H -1.522 0.400 6.939
H -0.034 1.254 7.449
H -1.366 0.707 10.475
H -2.235 2.311 10.471
H -0.059 2.426 11.554
H -0.108 3.444 10.391
H 2.391 2.128 11.578
H 2.589 3.278 10.308
H 2.986 1.473 10.047
C 2.108 6.793 -1.580
O 3.340 6.061 -1.806
C 3.475 4.747 -1.306
C 4.547 3.828 -2.065
N 5.938 4.541 -2.161
H 6.369 4.553 -1.248
H 6.459 3.777 -2.566
C 6.025 5.750 -3.066
C 7.492 6.211 -3.492
O 8.057 5.030 -3.889
C 9.323 5.083 -4.369
H 1.290 6.081 -1.686
H 2.125 7.656 -2.246
H 2.164 7.136 -0.547
H 2.600 4.115 -1.461
H 3.699 4.781 -0.240
H 4.292 3.669 -3.113
H 4.849 2.932 -1.523
H 5.632 6.558 -2.449
H 5.397 5.404 -3.888
H 8.058 6.793 -2.765
H 7.253 6.846 -4.345
H 9.930 5.082 -3.463
H 9.585 6.018 -4.865
H 9.399 4.236 -5.051
C -4.406 -8.853 1.944
O -3.330 -8.349 2.685
C -2.996 -9.296 3.802
C -2.021 -8.644 4.823
N -2.734 -7.670 5.726
H -3.539 -8.202 6.022
H -2.269 -7.510 6.608
C -3.163 -6.312 5.153
C -1.811 -5.449 4.893
O -1.078 -5.828 3.744
C -1.565 -5.611 2.399
H -5.332 -8.729 2.506
H -4.241 -9.890 1.650
H -4.494 -8.380 0.967
H -2.591 -10.147 3.254
H -3.926 -9.591 4.287
H -1.215 -8.187 4.249
H -1.529 -9.410 5.422
H -3.972 -5.812 5.687
H -3.699 -6.364 4.206
H -1.282 -5.422 5.846
H -2.067 -4.394 4.796
H -2.385 -6.296 2.182
H -0.816 -5.766 1.622
H -1.789 -4.571 2.166
*
```

Properties
* frontier orbital gap: 3.13 eV

CHF3N3 | the ωB97M-V functional and the def2-TZVPD basis

Geometry as ORCA input:
```
! RIJCOSX wB97M-V def2-TZVPD def2/J DEFGRID3
* xyz 1 1
C -1.847 -1.278 1.277
N -1.541 -1.616 0.105
N -1.359 -0.191 0.507
N -0.128 0.307 0.434
F -2.355 -1.292 2.388
F 0.060 1.490 1.014
F 0.797 -0.845 1.516
H 0.318 0.373 -0.613
*
```

Properties
* frontier orbital gap (spin up / spin down): 9.33 / 8.95 eV

CH3N3O2Si | the ωB97M-V functional and the def2-TZVPD basis

Geometry as ORCA input:
```
! RIJCOSX wB97M-V def2-TZVPD def2/J DEFGRID3
* xyz 0 1
C 2.117 -1.621 0.043
N 2.656 -2.636 0.044
N -0.081 -0.087 -1.309
N 1.975 1.212 0.063
O 3.201 0.989 -0.072
O 1.548 2.349 -0.004
Si 0.936 -0.186 0.060
H -0.840 0.672 -1.266
H -0.421 -0.778 -1.917
H -0.645 -0.449 1.890
*
```

Properties
* frontier orbital gap (spin up / spin down): 8.26 / 8.27 eV

Number 1: total energy -5673.19480 Eh. Number 2: total energy -501.89678 Eh. Number 3: total energy -643.97024 Eh.